Entry 1:
Molecular formula: C5H8O
Method: DFT, ωB97M-V/def2-TZVPD

ΔE to the lowest compared entry with this formula, charge and spin   152.5 kcal per mole
Kohn-Sham gap (alpha / beta)   7.64 / 7.78 eV
LUMO energy (alpha / beta)   1.04 / 1.02 eV
HOMO level (alpha / beta)   -6.6 / -6.8 eV

Geometry as ORCA input:
```
! RIJCOSX wB97M-V def2-TZVPD def2/J DEFGRID3
* xyz 0 1
C 1.43217 -0.26365 0.66596
C 0.86834 0.31496 -0.54694
C -0.62098 0.08663 -0.87415
C -1.23644 -0.81907 0.19522
O -1.12739 0.28434 1.14227
C -1.03225 1.12478 0.05695
H 1.35570 -1.32978 0.84805
H 2.04500 0.32146 1.34510
H 1.78996 -0.44435 -0.73485
H 1.25358 1.27430 -0.88276
H -0.89297 0.02837 -1.92610
H -0.70161 -1.70376 0.53982
H -2.29060 -1.03406 -0.00058
H -0.81679 2.17883 0.19108
*
```

=====

Entry 2:
Molecular formula: C33H40N4P2SeSn
Method: DFT, ωB97M-V/def2-TZVPD

Kohn-Sham gap   7.06 eV
LUMO energy   -0.92 eV
HOMO level   -8.0 eV

Geometry as ORCA input:
```
! RIJCOSX wB97M-V def2-TZVPD def2/J DEFGRID3
* xyz 0 1
Sn -0.51512 -2.67763 0.35929
C -1.18401 1.98459 -0.74662
C -1.51473 1.08516 -1.68203
C -0.95042 0.95733 -3.06780
C 0.30080 0.05521 -3.23666
C 1.41905 0.25010 -2.25641
C 1.69997 1.36655 -1.57852
C 1.06444 2.71322 -1.78557
C -0.13769 3.04764 -0.87232
C 1.24115 -1.51605 0.98540
H -1.70092 1.95404 0.22030
H -2.27250 0.32228 -1.44394
H -0.75891 1.94438 -3.51639
H -1.74410 0.48811 -3.67667
H -0.02032 -0.99995 -3.20077
H 0.69092 0.21195 -4.25943
H 2.07436 -0.62529 -2.14642
H 2.55639 1.38859 -0.88725
H 0.77900 2.86908 -2.83262
H 1.83806 3.45801 -1.54118
H 0.23749 3.27613 0.13955
H -0.60726 3.97862 -1.23814
H 1.04063 -0.93070 1.88868
H 1.48249 -0.84536 0.14971
H 2.06184 -2.21894 1.16882
P 1.29758 -1.16961 -8.39103
P -1.77027 -0.70486 -8.04679
N 2.74501 -0.16695 -8.33625
N 2.06294 -2.42387 -9.39823
N -2.01692 1.02365 -7.79879
N -3.44766 -1.03626 -8.47951
C 0.41888 -0.24989 -9.75250
C -1.08245 -0.59488 -9.76347
C 3.18326 0.44675 -7.15265
C 4.23405 1.29051 -7.46121
C 4.45385 1.21481 -8.87510
C 3.51786 0.32761 -9.39304
C 2.21882 -3.73797 -8.92727
C 2.70968 -4.52902 -9.96374
C 2.85111 -3.68146 -11.11431
C 2.44840 -2.40651 -10.74079
C -1.80255 1.62213 -6.55009
C -1.92399 3.00105 -6.68615
C -2.20205 3.26598 -8.06705
C -2.24439 2.04528 -8.72248
C -4.34567 -0.32556 -9.28806
C -5.45753 -1.12675 -9.52610
C -5.22746 -2.38401 -8.87058
C -3.99346 -2.31120 -8.24914
H 0.85622 -0.47287 -10.73710
H 0.58326 0.82246 -9.55257
H -1.61844 0.13118 -10.38782
H -1.24886 -1.59249 -10.20375
H 2.68837 0.20574 -6.22049
H 4.77697 1.90704 -6.76213
H 5.19525 1.75232 -9.44291
H 3.34045 0.01308 -10.40983
H 1.95262 -3.97267 -7.91090
H 2.93402 -5.57985 -9.90784
H 3.19901 -3.97757 -12.09284
H 2.39519 -1.50427 -11.33189
H -1.58273 0.99868 -5.69853
H -1.82372 3.72660 -5.89343
H -2.35157 4.23810 -8.51857
H -2.41514 1.82978 -9.76790
H -4.13011 0.67937 -9.61414
H -6.32414 -0.85489 -10.10714
H -5.88802 -3.23647 -8.86956
H -3.43275 -3.02566 -7.66457
Se -1.97578 -0.99918 1.68416
C -1.12283 -0.27438 3.24570
C -1.19001 1.11373 3.50310
C -0.52534 1.66640 4.59918
C 0.19762 0.84477 5.47365
C 0.21411 -0.54070 5.26681
C -0.45710 -1.09621 4.17598
H -1.77442 1.74330 2.83507
H -0.57950 2.74118 4.78253
H 0.73125 1.27908 6.31915
H 0.74312 -1.19292 5.96427
H -0.47571 -2.17560 4.02306
*
```

=====

Entry 3:
Molecular formula: C17H36B2N3O6P2
Method: DFT, ωB97M-V/def2-TZVPD

Kohn-Sham gap   8.32 eV
LUMO energy   -2.97 eV
HOMO level   -11.3 eV

Geometry as ORCA input:
```
! RIJCOSX wB97M-V def2-TZVPD def2/J DEFGRID3
* xyz 1 1
C -3.12390 -1.39616 -0.26488
C -2.25855 -0.07761 -0.54295
P -1.71141 0.54430 1.13952
C -3.21392 1.19159 2.08624
C -3.22051 0.67730 3.59598
P -0.36967 2.28645 0.91488
C 1.14964 1.87243 -0.06923
B 1.04789 2.21488 -1.64142
O 1.06884 1.14704 -2.56498
O 0.97903 3.51192 -2.17924
B -1.44947 3.68053 0.12811
O -2.13128 3.32719 -1.06642
O -1.62342 4.94941 0.66429
C -3.01965 5.33229 0.44074
C 0.16043 2.69176 2.66337
C 1.56954 2.51363 3.07263
C 1.90007 2.80796 4.46575
C 0.80760 3.24192 5.32714
N -0.49056 3.44274 4.98113
C -0.76721 3.16008 3.68703
H -2.45345 -2.27476 -0.10246
H -3.63970 -1.22181 0.72432
H -3.87010 -1.54558 -1.07869
H -1.34530 -0.29405 -1.16168
H -2.87225 0.71904 -1.04720
H -4.11504 0.80849 1.53234
H -3.30588 2.30995 2.08145
H -3.10457 1.50823 4.33633
H -2.40853 -0.06999 3.76584
H -4.23941 0.23655 3.76516
H 1.31692 0.75868 -0.00323
H 2.08297 2.37580 0.31070
H 1.80570 1.33031 -3.19362
H 0.55584 3.44363 -3.05812
H -1.58549 3.54269 -1.84340
H -3.23119 5.65813 -0.60455
H -3.66676 4.45555 0.72397
H -3.33869 6.17085 1.11436
H 2.33808 2.14978 2.36133
H 2.93141 2.67330 4.85831
H 1.07000 3.43266 6.39966
H -1.83322 3.29079 3.36731
C -0.65838 -5.24945 0.18766
C -1.94124 -5.42736 -0.58370
O -2.76789 -4.52945 -0.68770
N -2.16658 -6.62838 -1.17305
C -1.32113 -7.80660 -1.16728
H -0.62355 -4.24178 0.59788
H -0.61326 -5.96056 1.01410
H 0.20038 -5.38395 -0.47235
H -3.04404 -6.67145 -1.67003
H -1.07340 -8.06058 -2.19948
H -1.88057 -8.63260 -0.72476
H -0.40516 -7.64938 -0.60496
C 4.74395 -1.29865 -4.73734
C 4.47162 -0.25063 -3.69239
O 3.55955 0.56167 -3.80962
N 5.27049 -0.22133 -2.59761
C 6.39025 -1.08666 -2.27778
H 4.02451 -1.19301 -5.54670
H 5.74691 -1.17044 -5.14739
H 4.63703 -2.29595 -4.30759
H 5.02718 0.50729 -1.94375
H 6.18242 -1.58636 -1.33000
H 7.28321 -0.46994 -2.16386
H 6.56288 -1.83232 -3.04813
*
```

=====

Entry 4:
Molecular formula: C56H145N11O17
Method: DFT, ωB97M-V/def2-TZVPD

ΔE to the lowest compared entry with this formula, charge and spin   0.0 kcal per mole
Kohn-Sham gap   8.90 eV
LUMO energy   0.60 eV
SMILES   COC[C@H](C)N.COC[C@H](C)N.COC[C@H](C)N.COC[C@H](C)N.COC[C@H](C)N.COCCNCCOC.COCCNCCOC.COCCNCCOC.COCCNCCOC.COCCNCCOC.COCCNCCOC
HOMO level   -8.3 eV

Geometry as ORCA input:
```
! RIJCOSX wB97M-V def2-TZVPD def2/J DEFGRID3
* xyz 0 1
C -1.78523 -0.25517 1.37061
O -0.77633 -0.58578 0.42537
C -1.04667 -0.01342 -0.84255
C -0.01495 -0.52866 -1.81046
C 1.35035 0.01297 -1.41014
N -0.39188 -0.24097 -3.19355
H -1.85107 0.83432 1.41769
H -1.43143 -0.67156 2.31337
H -2.72651 -0.74115 1.09629
H -2.04680 -0.33051 -1.17202
H -1.07590 1.08648 -0.78004
H -0.00469 -1.61355 -1.64574
H 2.10417 -0.19289 -2.16959
H 1.68714 -0.46244 -0.48638
H 1.35251 1.09205 -1.23761
H -0.21018 0.73115 -3.45167
H 0.26271 -0.73286 -3.80019
C 0.99293 6.20274 -3.95058
O 0.94043 5.09766 -3.07418
C 0.86081 3.87036 -3.73357
C -0.48510 3.56957 -4.39069
C -1.62361 3.63363 -3.40324
N -0.39222 2.23378 -4.97362
H 0.01417 6.41235 -4.39368
H 1.74525 6.03983 -4.72883
H 1.26498 7.06303 -3.34090
H 1.63589 3.77344 -4.51325
H 1.09163 3.05400 -3.03772
H -0.65800 4.32816 -5.17192
H -2.59474 3.55896 -3.89309
H -1.58528 4.55309 -2.81534
H -1.53021 2.81499 -2.68021
H -1.15819 2.09316 -5.62343
H 0.45886 2.06934 -5.50861
C -3.68034 -2.32848 3.67606
O -3.94069 -1.13425 4.36088
C -3.86722 -1.24704 5.76368
C -4.90044 -2.17063 6.37480
C -6.32166 -1.86741 5.92828
N -4.78759 -2.06985 7.83165
H -2.70467 -2.75349 3.95678
H -3.74036 -2.13883 2.60961
H -4.40340 -3.11754 3.90866
H -2.85250 -1.56571 6.05509
H -4.00626 -0.23189 6.14224
H -4.70070 -3.20583 6.05508
H -6.59520 -0.83424 6.16101
H -7.03882 -2.53868 6.39989
H -6.41519 -1.97076 4.84522
H -3.88353 -2.45619 8.10129
H -5.44425 -2.68864 8.29656
C -7.71697 -2.35585 -2.33617
O -6.36890 -2.73255 -2.32051
C -5.55443 -1.86081 -3.07660
C -4.15831 -2.42926 -3.10760
C -3.65370 -2.77892 -1.70344
N -3.25483 -1.50627 -3.78152
H -7.89966 -1.44907 -1.74367
H -8.30452 -3.17506 -1.91941
H -8.09221 -2.19115 -3.35638
H -5.94009 -1.76461 -4.10100
H -5.58014 -0.85489 -2.62440
H -4.17132 -3.34268 -3.71081
H -3.94401 -1.99302 -0.99033
H -2.56138 -2.76602 -1.67512
H -4.01566 -3.73047 -1.31681
H -3.10800 -0.69603 -3.18629
H -2.31938 -1.87177 -3.89916
C -7.84454 1.51225 -3.15193
O -6.70917 2.05542 -2.51321
C -6.69788 1.86174 -1.13156
C -5.46459 2.52828 -0.55222
C -4.25636 1.60707 -0.66381
N -5.61356 2.94355 0.84583
H -8.30253 0.71129 -2.56805
H -7.53382 1.13834 -4.12730
H -8.58622 2.30220 -3.32077
H -7.63863 2.22461 -0.67823
H -6.72160 0.78145 -0.88066
H -5.27440 3.40839 -1.17344
H -3.31353 2.14668 -0.68466
H -4.33296 1.02521 -1.58652
H -4.32735 0.90226 0.16996
H -6.48351 3.45976 0.94125
H -5.70346 2.11938 1.43447
C 2.30572 -1.68126 1.98721
O 3.67259 -1.41486 1.77185
C 4.39064 -1.29575 2.98640
C 5.87691 -1.24262 2.69615
N 6.40301 -2.58083 2.43819
C 7.79392 -2.53666 1.99239
C 8.79756 -2.24638 3.07396
O 8.87147 -3.34020 3.97354
C 9.88475 -3.17080 4.92459
H 2.09901 -2.57440 2.57944
H 1.83891 -1.82822 1.00966
H 1.82280 -0.76506 2.35276
H 4.19710 -2.12194 3.68333
H 4.07655 -0.37699 3.50525
H 6.35628 -0.88136 3.60998
H 6.04376 -0.54734 1.85569
H 5.88841 -2.95828 1.64442
H 7.91857 -1.76830 1.20797
H 8.08073 -3.47634 1.51257
H 8.52596 -1.32898 3.61546
H 9.77732 -2.11650 2.59236
H 9.61902 -2.40575 5.66686
H 10.85680 -2.93400 4.47085
H 10.01962 -4.10809 5.46786
C 0.06684 3.74406 0.17915
O 0.53940 4.28122 1.38390
C 0.73088 3.32593 2.40586
C 1.91352 2.42095 2.18226
N 3.14785 3.15102 2.27270
C 4.34640 2.40614 1.90724
C 4.41328 1.96529 0.46007
O 4.42567 3.14002 -0.34711
C 3.77572 3.02047 -1.60044
H 0.74703 3.01362 -0.27349
H -0.08176 4.55645 -0.53114
H -0.90701 3.24285 0.32497
H -0.17905 2.74482 2.61347
H 0.87448 3.91009 3.31804
H 1.72444 1.78619 1.29548
H 1.89595 1.67342 2.99277
H 3.09207 3.98865 1.70295
H 4.52251 1.56460 2.57921
H 5.18812 3.09016 2.05090
H 3.68595 1.20929 0.14786
H 5.40448 1.50128 0.30773
H 2.71284 2.79862 -1.48514
H 4.26155 2.26712 -2.23269
H 3.87635 4.01762 -2.02822
C -2.12938 1.97975 4.37258
O -2.22297 3.33890 4.05781
C -3.13697 3.56542 2.99434
C -3.18226 5.04097 2.67399
N -3.64135 5.90942 3.73804
C -4.95372 5.56298 4.27195
C -5.56488 6.69924 5.06164
O -4.99171 6.71409 6.34683
C -5.47063 7.79091 7.12788
H -1.45748 1.86529 5.22249
H -1.66710 1.42145 3.54413
H -3.08945 1.48565 4.56907
H -4.11744 3.20722 3.33364
H -2.80355 2.99535 2.11597
H -3.78040 5.19892 1.77577
H -2.15496 5.33987 2.43421
H -2.95688 5.93522 4.48265
H -4.96464 4.65844 4.90038
H -5.61386 5.31475 3.43182
H -6.65677 6.57171 5.12930
H -5.37829 7.65221 4.54836
H -6.56438 7.84197 7.11349
H -5.04314 8.72940 6.76111
H -5.14647 7.60046 8.14887
C 5.03168 -5.15075 0.57433
O 5.48529 -3.95821 -0.01233
C 4.59273 -3.41063 -0.97478
C 5.03027 -1.97921 -1.19165
N 6.24452 -1.92569 -1.99837
C 6.80362 -0.57332 -1.97414
C 8.28700 -0.63979 -2.24515
O 8.86152 -1.45234 -1.23113
C 10.22612 -1.70545 -1.42429
H 4.28659 -4.94234 1.35304
H 5.84617 -5.59998 1.15317
H 4.76288 -5.88152 -0.19185
H 3.57506 -3.45605 -0.57498
H 4.72626 -3.96026 -1.91519
H 5.16247 -1.56762 -0.17788
H 4.20286 -1.37323 -1.57882
H 6.93309 -2.50869 -1.52673
H 6.66916 -0.03160 -1.02855
H 6.41171 0.02833 -2.80239
H 8.70490 0.36649 -2.10116
H 8.49174 -1.03218 -3.24629
H 10.58324 -2.22035 -0.53461
H 10.79219 -0.77369 -1.55243
H 10.39301 -2.34045 -2.30303
C -6.61994 -4.13832 0.67431
O -5.44992 -4.77334 1.11612
C -5.18405 -5.93550 0.34462
C -3.88818 -6.59791 0.76506
N -2.70226 -5.87287 0.30500
C -2.39684 -4.63890 1.01506
C -0.92935 -4.27390 0.79698
O -0.14080 -5.44339 0.90306
C 1.23563 -5.21696 0.69145
H -7.52707 -4.72389 0.88447
H -6.57400 -3.91441 -0.40042
H -6.72945 -3.19358 1.20824
H -5.09024 -5.63425 -0.70822
H -6.03780 -6.61820 0.44428
H -3.88643 -7.56760 0.26320
H -3.88276 -6.74104 1.85724
H -1.89942 -6.47256 0.46086
H -2.60791 -4.66620 2.09508
H -2.99041 -3.81446 0.61596
H -0.62134 -3.57240 1.58689
H -0.77608 -3.78486 -0.17337
H 1.69468 -4.76095 1.57507
H 1.41530 -4.69486 -0.25324
H 1.70325 -6.20176 0.60708
C 1.41727 3.46244 -7.76219
O 2.04466 2.66070 -6.78203
C 3.41714 2.40265 -7.01544
C 3.96129 1.71931 -5.78451
N 3.38322 0.41138 -5.63647
C 3.89043 -0.36201 -4.50172
C 3.36068 -1.76328 -4.53276
O 1.99285 -1.76102 -4.24349
C 1.49746 -3.05805 -3.94154
H 2.07847 4.27035 -8.09309
H 0.51794 3.89332 -7.32518
H 1.13010 2.87279 -8.64146
H 3.99530 3.31369 -7.21435
H 3.50604 1.71883 -7.86891
H 3.82583 2.38840 -4.91792
H 5.03173 1.53080 -5.92012
H 2.37690 0.37365 -5.70923
H 3.58725 0.18180 -3.59154
H 4.98287 -0.35431 -4.51775
H 3.89919 -2.38269 -3.79730
H 3.56960 -2.24521 -5.49862
H 0.42463 -2.96461 -3.78523
H 1.99344 -3.45712 -3.05204
H 1.64842 -3.71575 -4.80528
*
```

=====

no.,E_tot (Ha)
1,-270.31489
2,-4798.83655
3,-2017.41876
4,-4101.70371